Version a
14
Properties=species:S:1:pos:R:3:mulliken_charge:R:1 method="wB97M-V/def2-TZVPD" charge=+1 smiles="C1=N[C@@H]2SC[NH2+][C@H]12" multiplicity=1 gap_ev=9.55 homo_energy_ev=-13.75
C 1.79 -0.27 -0.52 -0.368
N 1.76 -1.14 0.40 -0.334
C 0.66 -0.51 1.20 -0.026
S -0.94 -1.37 1.20 -0.076
C -1.68 -0.04 0.08 -0.568
N -0.64 0.34 -0.83 -0.279
C 0.66 0.69 -0.13 -0.239
H 2.64 -0.19 -1.23 0.366
H 0.73 -0.18 2.24 0.403
H -2.11 0.77 0.76 0.318
H -2.40 -0.45 -0.51 0.467
H -0.28 -0.51 -1.45 0.492
H -0.92 1.11 -1.56 0.420
H 0.73 1.76 0.35 0.426

***

Version b
14
Properties=species:S:1:pos:R:3:mulliken_charge:R:1 method="wB97M-V/def2-TZVPD" charge=+1 multiplicity=1 gap_ev=9.16 homo_energy_ev=-13.76
C 2.08 1.43 0.10 -0.399
C 2.85 0.35 -0.23 -0.236
C 0.55 -0.38 0.24 0.309
C -0.77 -1.16 0.35 -0.370
N 0.83 0.99 0.51 -0.018
N -1.75 -0.64 -0.55 -0.562
S 2.03 -1.11 -0.18 0.035
H 2.34 2.42 0.18 0.462
H 3.83 0.42 -0.62 0.425
H -0.43 -2.24 0.36 0.309
H -1.15 -1.00 1.37 0.328
H -1.71 -0.86 -1.57 0.225
H 0.19 1.64 0.83 0.216
H -2.82 -0.80 -0.37 0.275

***

version b wins, 289.5 kJ/mol ahead of the next structure.

***

Version a
31
Properties=species:S:1:pos:R:3:mulliken_charge:R:1 method="wB97M-V/def2-TZVPD" charge=+1 s_squared=0.766 multiplicity=2 gap_ev="8.10 / 4.53" homo_energy_ev="-11.75 / -11.75"
C -1.56 3.59 -0.09 -1.260
C -1.06 0.30 1.60 -0.546
C -0.68 1.44 0.91 -0.386
C -2.37 -0.19 1.45 0.920
C -1.70 2.16 0.24 0.423
C -3.32 0.38 0.57 -0.596
C -2.95 1.50 -0.08 -0.490
O -2.81 -1.20 2.17 -0.449
H -0.32 -0.20 2.22 0.372
H 0.33 1.80 1.00 0.594
H -2.15 -1.87 2.44 0.380
H -4.32 -0.04 0.61 0.447
H -2.46 4.03 -0.52 0.387
H -0.64 3.85 -0.62 0.350
H -3.61 1.99 -0.78 0.416
H -1.45 4.12 0.87 0.364
C 2.16 -3.55 -1.50 -1.395
C 2.09 -1.83 0.27 -0.372
C 1.85 -2.11 -1.08 0.679
C 2.38 -0.56 0.75 -0.658
C 1.74 -1.03 -1.97 -0.619
C 2.26 0.51 -0.15 -0.651
C 1.90 0.24 -1.46 -0.309
H 2.24 -2.66 0.95 0.382
H 2.47 -0.44 1.82 0.542
H 2.16 -3.64 -2.58 0.371
H 1.37 -4.19 -1.13 0.332
H 1.40 -1.18 -2.98 0.376
H 2.27 1.51 0.29 0.639
H 1.67 1.07 -2.13 0.398
H 3.12 -3.80 -1.07 0.361

***

Version b
31
Properties=species:S:1:pos:R:3:mulliken_charge:R:1 method="wB97M-V/def2-TZVPD" charge=+1 s_squared=0.767 multiplicity=2 gap_ev="8.27 / 4.73" homo_energy_ev="-12.02 / -12.02"
C -1.90 -4.12 -0.81 -1.538
C -0.90 -2.08 -1.93 -0.448
C -0.74 -3.20 -1.13 0.786
C 0.19 -1.22 -2.15 -0.587
C 0.52 -3.48 -0.59 -0.457
C 1.38 -1.41 -1.47 -0.433
C 1.54 -2.55 -0.68 -0.443
H -1.77 -1.90 -2.55 0.377
H -0.08 -0.31 -2.67 0.437
H -2.89 -3.73 -1.06 0.366
H -1.90 -4.31 0.26 0.350
H 0.66 -4.31 0.09 0.383
H 2.23 -0.74 -1.50 0.446
H 2.53 -2.76 -0.31 0.426
H -1.84 -5.03 -1.41 0.375
C 0.80 4.98 0.77 -1.417
C -0.97 1.68 0.27 -0.139
C -0.69 3.00 0.14 -0.620
C -0.25 0.88 1.22 0.769
C 0.35 3.60 0.90 0.763
C 0.80 1.44 1.99 -0.724
C 1.06 2.76 1.83 -0.375
O -0.67 -0.34 1.48 -0.432
H -1.76 1.18 -0.27 0.486
H -1.21 3.66 -0.54 0.397
H -0.92 -0.83 0.68 0.228
H 1.36 0.85 2.69 0.478
H 1.85 5.19 0.55 0.358
H 0.68 5.52 1.73 0.392
H 1.86 3.22 2.40 0.430
H 0.16 5.63 0.18 0.367

***

version b wins, 35.1 kJ/mol ahead of the next structure.

***

Version a
26
Properties=species:S:1:pos:R:3:mulliken_charge:R:1 method="wB97M-V/def2-TZVPD" smiles="OP(O)(O)=N[C@]12CC[C@H](CC1)C2" multiplicity=1 gap_ev=9.60 homo_energy_ev=-9.02
O 0.54 -3.97 0.16 -0.559
P 0.95 -2.43 0.18 0.977
O 1.66 -2.29 1.61 -0.482
O 2.28 -2.45 -0.79 -0.553
N -0.29 -1.63 -0.27 -0.485
C -0.40 -0.07 -0.16 0.663
C 0.32 0.68 -1.28 -0.786
C -0.28 2.09 -1.18 -0.956
C -1.29 1.96 -0.03 0.141
C -0.50 1.85 1.29 -0.996
C 0.13 0.45 1.18 -0.957
C -1.80 0.53 -0.22 -1.057
H -0.30 -4.03 -0.29 0.346
H 2.35 -2.94 1.72 0.310
H 2.11 -1.93 -1.58 0.338
H 0.09 0.21 -2.24 0.323
H 1.40 0.66 -1.14 0.332
H 0.48 2.85 -0.96 0.375
H -0.78 2.38 -2.10 0.352
H -2.04 2.74 -0.02 0.447
H -1.18 1.91 2.14 0.339
H 0.24 2.64 1.39 0.374
H 1.22 0.47 1.19 0.363
H -0.20 -0.21 1.98 0.430
H -2.44 0.19 0.59 0.356
H -2.29 0.36 -1.17 0.365

***

Version b
26
Properties=species:S:1:pos:R:3:mulliken_charge:R:1 method="wB97M-V/def2-TZVPD" multiplicity=1 gap_ev=7.60 homo_energy_ev=-8.60
C -3.47 -0.38 0.71 -1.051
C -2.51 0.48 0.38 0.903
C -0.70 -2.62 0.13 -0.061
C -2.73 1.86 -0.12 -1.124
C 3.17 -0.25 1.03 -1.427
C 2.44 1.19 -0.89 -1.442
C 2.45 -0.22 -0.32 0.504
N 1.14 -0.78 -0.11 -0.259
O -0.52 0.53 -1.91 -0.722
O -0.75 -1.94 -0.90 -0.363
O -1.18 0.12 0.56 -0.275
P -0.20 -0.19 -0.68 0.875
H -3.25 -1.38 1.05 0.208
H -4.50 -0.11 0.64 0.277
H -0.47 -3.68 0.05 0.315
H -0.86 -2.18 1.11 0.304
H -3.79 2.10 -0.16 0.392
H -2.22 2.57 0.53 0.273
H -2.30 1.95 -1.11 0.297
H 3.11 -1.25 1.46 0.352
H 4.21 0.03 0.91 0.412
H 2.68 0.44 1.72 0.301
H 2.01 1.19 -1.89 0.366
H 3.45 1.60 -0.93 0.403
H 1.82 1.83 -0.26 0.341
H 2.98 -0.89 -1.00 0.201

***

version a wins, 326.8 kJ/mol ahead of the next structure.

***

Version a
10
Properties=species:S:1:pos:R:3:mulliken_charge:R:1 method="wB97M-V/def2-TZVPD" charge=-1 smiles=NCC[O-] multiplicity=1 gap_ev=6.51 homo_energy_ev=-2.00
N 0.12 0.09 1.42 -0.647
C -0.50 -0.04 0.04 -0.351
C 0.63 -0.11 -1.07 -0.395
O 0.14 -0.01 -2.31 -0.886
H -0.41 -0.54 2.00 0.235
H -0.08 1.04 1.70 0.197
H -1.23 -0.86 0.09 0.311
H -1.18 0.73 -0.36 0.258
H 1.28 0.74 -0.69 0.114
H 1.23 -1.02 -0.82 0.163

***

Version b
10
Properties=species:S:1:pos:R:3:mulliken_charge:R:1 method="wB97M-V/def2-TZVPD" charge=-1 smiles=CNC[O-] multiplicity=1 gap_ev=6.90 homo_energy_ev=-2.18
C 0.17 -1.11 -1.20 -0.656
N 0.19 0.35 -0.86 -0.596
C -0.49 0.76 0.57 -0.401
O 0.10 0.07 1.59 -0.902
H -0.78 -1.43 -0.92 0.218
H 0.80 -1.58 -0.42 0.274
H 0.36 -1.18 -2.22 0.295
H 1.13 0.85 -0.65 0.257
H -1.50 0.56 0.62 0.276
H -0.27 1.84 0.66 0.236

***

version a wins, 51.1 kJ/mol ahead of the next structure.

***

Version a
13
Properties=species:S:1:pos:R:3:mulliken_charge:R:1 method="wB97M-V/def2-TZVPD" smiles="O/N=C/SCC(O)=S" multiplicity=1 gap_ev=9.05 homo_energy_ev=-8.69
O 2.67 -1.05 -0.17 -0.430
N 1.42 -0.48 -0.09 -0.321
C 1.43 0.75 -0.46 -0.087
S 0.01 1.76 -0.45 -0.034
C -1.13 0.82 0.62 -0.766
C -1.92 -0.27 -0.11 0.370
O -1.21 -1.32 -0.49 -0.456
S -3.52 -0.16 -0.36 -0.307
H 2.53 -1.96 0.11 0.345
H 2.33 1.21 -0.82 0.402
H -1.80 1.55 1.00 0.374
H -0.55 0.36 1.45 0.394
H -0.26 -1.21 -0.23 0.516

***

Version b
13
Properties=species:S:1:pos:R:3:mulliken_charge:R:1 method="wB97M-V/def2-TZVPD" smiles="NC(=S)OCSC=O" multiplicity=1 gap_ev=9.11 homo_energy_ev=-8.68
N -1.21 1.18 -0.14 -0.333
C -1.96 -0.03 -0.15 0.354
S -3.57 -0.26 -0.51 -0.297
O -1.19 -1.19 -0.13 -0.250
C 0.12 -1.12 0.62 -0.615
S 1.62 -1.23 -0.55 -0.047
C 2.44 0.32 -0.65 0.154
O 2.15 1.24 0.02 -0.445
H -1.73 2.06 0.00 0.235
H -0.24 1.22 0.11 0.184
H 0.31 -0.33 1.42 0.456
H -0.01 -2.07 1.32 0.302
H 3.26 0.20 -1.36 0.302

***

version b wins, 34.8 kJ/mol ahead of the next structure.

***

Version a
7
Properties=species:S:1:pos:R:3:mulliken_charge:R:1 method="wB97M-V/def2-TZVPD" s_squared=2.011 multiplicity=3 gap_ev="9.48 / 8.07" homo_energy_ev="-9.35 / -11.50"
C 0.10 0.15 -0.29 0.003
N -0.84 -0.30 0.73 0.900
O -2.02 -0.06 0.56 -0.544
O 2.12 0.18 -1.14 -0.262
O -0.36 -0.87 1.69 -0.531
O 1.33 -0.21 -0.25 0.100
H -0.32 1.11 -1.30 0.334

***

Version b
7
Properties=species:S:1:pos:R:3:mulliken_charge:R:1 method="wB97M-V/def2-TZVPD" s_squared=2.024 multiplicity=3 gap_ev="8.87 / 9.67" homo_energy_ev="-8.90 / -11.85"
C 3.25 0.36 0.04 0.764
N 0.42 -2.04 0.29 0.067
O 3.34 0.72 1.12 -0.362
O 3.24 -0.03 -1.05 -0.382
O 0.54 0.18 -0.76 -0.362
O 0.89 -1.00 0.40 -0.053
H -0.08 -0.22 -1.39 0.330

***

version b wins, 537.4 kJ/mol ahead of the next structure.